(1)
79
Properties=species:S:1:pos:R:3:mulliken_charge:R:1 method="wB97M-V/def2-TZVPD" total_charge=+2 energy_ha=-2972.9217 homo_lumo_gap_ha="0.172 / 0.171"
Pd -0.33 -0.54 0.50 -0.32
O -1.12 3.58 2.19 -0.44
C -0.77 2.37 1.83 -0.02
O -1.36 1.69 1.01 -0.14
C 0.46 1.87 2.52 0.46
C 1.04 2.52 3.61 -0.50
C 2.18 1.97 4.17 -0.77
C 2.72 0.82 3.61 -0.67
C 2.07 0.23 2.53 1.11
N 0.94 0.74 2.03 -0.09
C 2.53 -1.01 1.80 0.40
O 3.57 -1.67 2.24 -0.44
O 1.92 -1.39 0.82 -0.57
H -1.90 3.92 1.71 0.40
H 0.59 3.42 4.00 0.51
H 2.64 2.44 5.03 0.47
H 3.64 0.42 4.02 0.24
H 4.04 -1.27 2.99 0.30
C -5.54 -5.71 2.92 -0.78
S -4.42 -6.43 1.70 -0.07
C -4.54 -5.25 0.31 -0.94
C -3.53 -4.12 0.45 0.78
C -3.26 -3.45 -0.91 -1.42
N -2.36 -2.31 -0.80 0.86
P -2.71 -0.80 -0.01 1.09
C -4.53 -0.92 0.20 0.24
C -5.35 -0.99 -0.92 -0.59
C -6.71 -1.17 -0.76 -0.93
C -7.26 -1.27 0.51 -0.58
C -6.45 -1.18 1.62 -0.84
C -5.08 -1.00 1.48 -0.18
C -2.53 0.43 -1.37 1.57
C -1.37 0.47 -2.14 0.15
C -1.21 1.43 -3.12 -1.17
C -2.17 2.41 -3.30 -0.64
C -3.30 2.41 -2.50 -0.85
C -3.48 1.43 -1.54 -0.86
P -0.65 -2.48 -0.83 0.75
C -0.28 -3.90 0.25 0.38
C -0.11 -3.64 1.60 0.14
C 0.16 -4.68 2.47 -0.95
C 0.25 -5.98 2.00 -0.61
C 0.05 -6.24 0.65 -0.87
C -0.20 -5.20 -0.23 -0.19
C -0.31 -3.00 -2.53 0.21
C 0.97 -3.48 -2.83 -0.45
C 1.29 -3.83 -4.12 -0.76
C 0.34 -3.70 -5.13 -0.61
C -0.92 -3.21 -4.84 -0.79
C -1.25 -2.84 -3.55 -0.38
H -5.82 -6.51 3.60 0.36
H -6.43 -5.32 2.43 0.24
H -5.03 -4.92 3.47 0.23
H -5.56 -4.88 0.26 0.35
H -4.33 -5.85 -0.57 0.41
H -2.59 -4.52 0.83 -0.29
H -3.89 -3.37 1.15 -0.16
H -4.20 -3.14 -1.36 0.26
H -2.78 -4.17 -1.58 0.94
H -4.92 -0.89 -1.91 0.56
H -7.35 -1.21 -1.63 0.47
H -8.32 -1.42 0.63 0.46
H -6.87 -1.24 2.61 0.48
H -4.44 -0.92 2.34 0.51
H -0.57 -0.27 -2.03 0.13
H -0.32 1.42 -3.74 0.51
H -2.04 3.17 -4.06 0.45
H -4.04 3.19 -2.63 0.48
H -4.37 1.44 -0.93 0.54
H -0.19 -2.60 1.97 0.31
H 0.31 -4.48 3.52 0.48
H 0.47 -6.79 2.67 0.46
H 0.10 -7.25 0.28 0.48
H -0.34 -5.40 -1.28 0.46
H 1.70 -3.56 -2.03 0.52
H 2.28 -4.20 -4.36 0.45
H 0.59 -3.98 -6.14 0.43
H -1.66 -3.09 -5.63 0.47
H -2.23 -2.43 -3.33 0.34



(2)
80
Properties=species:S:1:pos:R:3:lowdin_spin:R:1 method="wB97M-V/def2-TZVPD" total_charge=+1 energy_ha=-5950.3155 s2=3.775 multiplicity=4 homo_lumo_gap_ha="0.275 / 0.278"
Cr -0.67 0.69 -0.53 2.80
C 0.64 0.13 -4.84 0.00
C 0.22 -1.14 -4.17 0.00
N 0.20 -2.26 -4.85 0.00
C -0.18 -3.40 -4.25 0.00
C -0.50 -3.51 -2.92 0.00
C -0.84 -4.85 -2.33 0.00
O -1.97 -4.82 -1.47 0.00
C -0.47 -2.32 -2.16 0.00
C -0.63 -2.33 -0.73 0.02
N -0.59 -1.30 0.05 -0.01
C -0.54 -1.60 1.45 0.00
C 0.33 -2.56 1.95 0.00
C 0.35 -2.84 3.31 0.00
C -0.49 -2.16 4.18 0.00
C -1.35 -1.18 3.70 0.00
C -1.36 -0.91 2.34 0.00
I -2.58 0.62 1.63 0.03
C -0.16 -1.12 -2.80 0.01
O -0.24 0.04 -2.19 0.01
H 1.08 -0.11 -5.81 0.00
H 1.36 0.69 -4.24 0.00
H -0.23 0.78 -5.00 0.00
H -0.21 -4.28 -4.89 0.00
H -0.01 -5.22 -1.71 0.00
H -0.98 -5.57 -3.13 0.00
H -2.77 -4.72 -2.00 0.00
H -0.77 -3.30 -0.27 0.00
H 1.00 -3.08 1.27 0.00
H 1.04 -3.58 3.69 0.00
H -0.47 -2.38 5.24 0.00
H -2.00 -0.65 4.37 0.00
C -1.08 4.33 1.82 0.00
C 0.22 3.85 2.50 0.00
C 0.98 5.09 2.99 0.00
C -0.13 2.99 3.72 0.00
Si 1.27 2.84 1.31 0.01
O 0.34 1.77 0.46 0.11
C 2.21 3.95 0.13 0.00
C 3.60 3.87 0.03 0.00
C 4.32 4.78 -0.75 0.00
C 3.66 5.77 -1.45 0.00
C 2.27 5.86 -1.37 0.00
C 1.56 4.96 -0.59 0.00
C 2.48 1.78 2.27 0.00
C 2.41 0.39 2.19 0.00
C 3.23 -0.43 2.95 0.00
C 4.16 0.13 3.81 0.00
C 4.26 1.51 3.90 0.00
C 3.43 2.32 3.14 0.00
H -1.74 4.79 2.56 0.00
H -1.63 3.51 1.36 0.00
H -0.89 5.08 1.05 0.00
H 0.34 5.68 3.65 0.00
H 1.29 5.74 2.17 0.00
H 1.87 4.83 3.56 0.00
H -0.77 3.56 4.41 0.00
H 0.77 2.70 4.27 0.00
H -0.66 2.07 3.45 0.00
H 4.13 3.10 0.56 0.00
H 5.39 4.70 -0.81 0.00
H 4.21 6.48 -2.05 0.00
H 1.75 6.64 -1.92 0.00
H 0.48 5.06 -0.55 0.00
H 1.69 -0.07 1.52 0.00
H 3.16 -1.51 2.86 0.00
H 4.80 -0.50 4.42 0.00
H 4.99 1.96 4.56 0.00
H 3.55 3.40 3.21 0.00
Br 0.82 4.41 -4.52 0.00
C -0.61 3.74 -3.50 0.00
C -1.92 4.05 -3.82 0.00
C -2.93 3.51 -3.03 0.00
C -2.60 2.67 -1.99 0.00
N -1.33 2.37 -1.70 0.00
C -0.35 2.90 -2.43 0.01
H -2.15 4.69 -4.65 0.00
H -3.97 3.73 -3.23 0.00
H -3.36 2.24 -1.35 0.00
H 0.67 2.66 -2.15 0.00



(3)
80
Properties=species:S:1:pos:R:3:mulliken_charge:R:1 method="wB97M-V/def2-TZVPD" smiles="Fc1ccccc1.Fc1ccccc1.Fc1ccccc1.Fc1ccccc1.Fc1ccccc1.CC(C)=O.ClCCl.ClCCl" energy_ha=-3769.8877 homo_lumo_gap_ha=0.345
F 0.20 0.81 0.48 -0.29
C 0.41 0.51 -0.88 0.21
C 1.44 1.10 -1.57 -0.16
C 1.53 1.05 -2.96 -0.59
C 0.49 0.39 -3.61 -0.27
C -0.64 -0.07 -2.98 -0.53
C -0.60 -0.10 -1.64 -0.20
H 2.13 1.67 -0.97 0.38
H 2.24 1.62 -3.56 0.39
H 0.42 0.51 -4.68 0.33
H -1.45 -0.59 -3.47 0.36
H -1.46 -0.47 -1.10 0.36
F -4.24 2.38 -9.85 -0.30
C -5.49 1.88 -10.06 0.45
C -6.46 2.75 -10.68 -0.49
C -7.76 2.21 -10.88 -0.32
C -7.99 0.89 -10.47 -0.38
C -7.03 0.05 -9.91 -0.34
C -5.70 0.53 -9.69 -0.45
H -6.15 3.76 -10.88 0.41
H -8.59 2.67 -11.39 0.36
H -8.99 0.57 -10.68 0.31
H -7.25 -0.97 -9.63 0.35
H -4.93 -0.07 -9.23 0.42
F -0.60 -8.01 2.46 -0.28
C -1.52 -7.23 1.83 0.36
C -2.36 -6.35 2.58 -0.29
C -3.23 -5.56 1.89 -0.52
C -3.38 -5.71 0.50 -0.31
C -2.59 -6.56 -0.23 -0.44
C -1.51 -7.23 0.44 -0.32
H -2.37 -6.32 3.66 0.38
H -4.04 -5.11 2.44 0.30
H -4.17 -5.17 -0.01 0.36
H -2.71 -6.73 -1.29 0.37
H -0.72 -7.73 -0.10 0.39
F 6.76 8.36 3.80 -0.29
C 6.06 7.58 4.60 0.39
C 5.73 8.11 5.85 -0.42
C 4.84 7.33 6.67 -0.30
C 4.44 6.07 6.20 -0.50
C 4.73 5.64 4.94 -0.29
C 5.50 6.34 4.11 -0.40
H 6.17 8.96 6.35 0.38
H 4.49 7.75 7.60 0.36
H 3.75 5.54 6.84 0.34
H 4.30 4.68 4.69 0.35
H 5.70 5.94 3.13 0.40
F -0.17 -0.41 11.78 -0.31
C -0.43 0.47 10.72 0.44
C -0.46 1.79 11.08 -0.40
C -0.73 2.75 10.11 -0.31
C -0.96 2.38 8.78 -0.53
C -0.97 1.03 8.47 -0.26
C -0.73 0.07 9.49 -0.45
H -0.42 2.03 12.13 0.38
H -0.66 3.80 10.36 0.34
H -1.01 3.09 7.96 0.37
H -1.00 0.76 7.43 0.34
H -0.73 -1.00 9.32 0.38
C 0.38 -6.36 -8.91 -0.23
Cl -0.44 -6.36 -10.45 -0.13
Cl -0.53 -5.46 -7.68 -0.16
H 0.44 -7.37 -8.49 0.27
H 1.25 -5.71 -8.88 0.25
C -1.30 6.35 2.16 -0.21
Cl -2.88 7.23 2.17 -0.15
Cl -0.39 6.84 0.64 -0.15
H -0.72 6.57 3.05 0.27
H -1.53 5.28 2.16 0.24
C 6.20 -4.47 0.02 -0.86
C 6.07 -4.88 -1.45 0.69
O 7.00 -5.48 -1.98 -0.56
C 4.90 -4.46 -2.26 -0.99
H 5.62 -5.20 0.59 0.26
H 5.72 -3.49 -0.02 0.28
H 7.24 -4.40 0.32 0.29
H 4.81 -5.07 -3.16 0.30
H 5.07 -3.40 -2.41 0.27
H 3.96 -4.59 -1.72 0.32



(4)
81
Properties=species:S:1:pos:R:3:lowdin_spin:R:1 method="wB97M-V/def2-TZVPD" energy_ha=-4683.9151 s2=3.757 multiplicity=4 homo_lumo_gap_ha="0.282 / 0.281"
Co -0.45 -0.56 -0.89 2.73
O 0.27 -2.15 0.20 0.02
S 1.16 -2.96 1.09 0.01
C 2.62 -1.88 1.45 0.00
C 3.41 -1.56 0.19 0.00
C 4.38 -0.39 0.34 0.00
C 3.73 0.98 0.42 0.00
S 2.61 1.45 -0.98 0.01
O 1.41 0.58 -0.82 0.02
C 3.65 0.81 -2.31 0.00
C 4.75 1.56 -2.70 0.00
C 5.54 1.12 -3.76 0.00
C 5.21 -0.05 -4.43 0.00
C 4.10 -0.79 -4.03 0.00
C 3.32 -0.35 -2.98 0.00
C 1.96 -4.14 -0.01 0.00
C 1.71 -4.07 -1.37 0.00
C 2.30 -5.00 -2.21 0.00
C 3.13 -5.98 -1.68 0.00
C 3.37 -6.05 -0.31 0.00
C 2.77 -5.13 0.53 0.00
H 3.21 -2.38 2.21 0.00
H 2.14 -0.99 1.87 0.00
H 2.70 -1.33 -0.60 0.00
H 3.96 -2.45 -0.12 0.00
H 5.06 -0.41 -0.52 0.00
H 5.00 -0.54 1.24 0.00
H 4.48 1.77 0.47 0.00
H 3.08 1.07 1.30 0.00
H 4.99 2.48 -2.18 0.00
H 6.39 1.70 -4.07 0.00
H 5.81 -0.38 -5.26 0.00
H 3.83 -1.70 -4.56 0.00
H 2.43 -0.90 -2.70 0.00
H 1.06 -3.30 -1.77 0.00
H 2.12 -4.95 -3.27 0.00
H 3.60 -6.70 -2.34 0.00
H 4.01 -6.81 0.09 0.00
H 2.93 -5.17 1.60 0.00
O -2.64 2.91 -0.54 0.01
C -2.00 1.96 -0.13 0.01
O -1.65 0.93 -0.82 0.05
C -1.54 2.00 1.35 0.00
P -0.63 0.49 1.87 0.02
C -2.00 -0.67 2.25 0.00
C -3.30 -0.52 1.78 0.00
C -4.27 -1.46 2.09 0.00
C -3.96 -2.57 2.85 0.00
C -2.67 -2.73 3.33 0.00
C -1.70 -1.79 3.03 0.00
C -0.24 1.07 3.59 0.01
C 0.97 1.73 3.79 0.00
C 1.30 2.27 5.02 0.00
C 0.41 2.15 6.09 0.00
C -0.79 1.49 5.90 0.00
C -1.12 0.96 4.66 0.00
H -2.39 2.20 2.00 0.00
H -0.84 2.84 1.45 0.00
H -3.55 0.34 1.17 0.00
H -5.29 -1.31 1.73 0.00
H -4.72 -3.31 3.07 0.00
H -2.42 -3.58 3.95 0.00
H -0.70 -1.91 3.43 0.00
H 1.67 1.83 2.96 0.00
H 2.24 2.78 5.15 0.00
H 0.66 2.58 7.05 0.00
H -1.49 1.39 6.72 0.00
H -2.07 0.46 4.54 0.00
C -3.98 -4.01 -4.76 0.00
C -3.28 -3.32 -3.63 0.00
C -3.79 -3.32 -2.33 0.00
C -3.07 -2.65 -1.37 0.00
N -1.94 -2.01 -1.65 0.03
C -1.52 -2.03 -2.94 0.01
S -0.09 -1.14 -3.22 0.07
N -2.15 -2.68 -3.92 0.00
H -4.47 -4.92 -4.43 0.00
H -3.27 -4.23 -5.55 0.00
H -4.75 -3.34 -5.17 0.00
H -4.72 -3.83 -2.09 0.00
H -3.39 -2.62 -0.33 0.00



(5)
89
Properties=species:S:1:pos:R:3:lowdin_spin:R:1 method="wB97M-V/def2-TZVPD" total_charge=-2 energy_ha=-5393.6290 s2=0.810 multiplicity=2 homo_lumo_gap_ha="0.214 / 0.215"
Cr -0.50 -0.18 0.08 1.10
F 3.48 1.05 6.31 0.00
C 2.65 1.19 5.24 0.00
C 2.64 0.23 4.22 0.00
F 3.50 -0.81 4.29 0.00
C 1.79 0.37 3.14 0.00
F 1.87 -0.51 2.13 0.00
C 0.86 1.44 3.03 0.00
S -0.29 1.58 1.77 0.00
C 0.95 2.41 4.05 0.00
F 0.17 3.51 4.00 0.00
C 1.82 2.30 5.11 0.00
F 1.88 3.28 6.05 0.00
O -1.22 -2.60 2.86 0.00
S -0.67 -2.97 1.56 0.00
O 0.07 -4.22 1.58 0.00
O 0.13 -1.90 0.96 0.01
C -2.12 -3.45 0.58 0.00
C -2.80 -4.42 1.31 0.00
C -3.87 -5.12 0.79 0.00
C -4.30 -4.86 -0.50 0.00
C -3.67 -3.86 -1.23 0.00
C -2.60 -3.16 -0.69 0.00
S -1.95 -1.93 -1.82 0.00
O -2.03 -2.53 -3.13 0.00
O -2.83 -0.66 -1.85 0.00
O -0.59 -1.57 -1.50 0.01
H -2.42 -4.60 2.31 0.00
H -4.37 -5.87 1.38 0.00
H -5.12 -5.41 -0.93 0.00
H -4.00 -3.60 -2.23 0.00
C 2.55 -2.29 -0.92 0.00
C 2.50 -1.11 -1.88 0.00
C 3.91 -0.83 -2.41 0.00
P 1.52 0.29 -1.10 0.00
C 2.68 1.69 -0.54 0.00
C 3.11 2.71 -1.60 0.00
C 3.87 1.15 0.25 0.00
C 0.74 1.01 -2.56 0.00
C 1.32 1.14 -3.81 0.00
C 0.65 1.72 -4.88 0.00
C 1.30 1.90 -6.22 0.00
C -0.66 2.15 -4.66 0.00
C -1.27 2.02 -3.44 0.00
C -0.60 1.43 -2.34 0.00
N -1.16 1.25 -1.14 0.01
C -2.31 1.99 -0.85 0.00
C -2.18 3.37 -0.61 0.00
C -0.85 4.04 -0.74 0.00
C -3.29 4.11 -0.26 0.00
C -4.55 3.54 -0.16 0.00
C -5.74 4.36 0.25 0.00
C -4.67 2.18 -0.41 0.00
C -3.58 1.40 -0.77 0.00
C -3.58 -0.67 0.50 -0.01
H 2.88 -3.20 -1.43 0.00
H 1.56 -2.47 -0.50 0.00
H 3.22 -2.09 -0.09 0.00
H 1.85 -1.38 -2.72 0.00
H 4.64 -0.90 -1.61 0.00
H 3.99 0.16 -2.87 0.00
H 4.18 -1.57 -3.17 0.00
H 2.02 2.22 0.16 0.00
H 3.86 2.29 -2.27 0.00
H 3.55 3.58 -1.10 0.00
H 2.26 3.04 -2.18 0.00
H 4.72 0.97 -0.40 0.00
H 3.60 0.22 0.74 0.00
H 4.17 1.87 1.02 0.00
H 2.33 0.79 -3.96 0.00
H 2.33 1.53 -6.20 0.00
H 1.32 2.96 -6.50 0.00
H 0.76 1.36 -7.00 0.00
H -1.22 2.59 -5.49 0.00
H -2.29 2.34 -3.30 0.00
H -0.09 3.43 -0.24 0.00
H -0.86 5.03 -0.28 0.00
H -0.57 4.15 -1.78 0.00
H -3.17 5.17 -0.06 0.00
H -5.66 5.38 -0.13 0.00
H -5.81 4.42 1.34 0.00
H -6.66 3.92 -0.12 0.00
H -5.64 1.70 -0.36 0.00
H -4.13 -0.01 1.20 0.00
H -2.11 -1.08 1.79 0.00
H -4.08 -1.66 0.54 0.00
S -5.42 -0.54 -1.45 0.00
C -3.80 -0.09 -0.89 0.00
N -2.20 -0.75 0.84 -0.11